Arrangement i

Here is a cluster of 2 separate species, C5H13N2 in total from the OMol25 dataset. Energies are from ωB97M-V/def2-TZVPD.

Geometry as ORCA input:
```
! wB97M-V def2-TZVPD RIJCOSX def2/J DEFGRID3
* xyz 1 1
C -0.57 -0.02 -1.50
C 0.77 0.11 -2.04
C 0.65 0.24 -0.47
C 0.85 -0.81 0.40
N 1.18 -0.50 1.71
C 0.68 1.65 0.08
N -2.58 -0.74 0.93
H -0.92 -1.02 -1.32
H -1.34 0.67 -1.80
H 1.37 -0.71 -2.41
H 1.06 1.10 -2.34
H 1.34 -1.75 0.13
H 2.17 -0.27 1.81
H 0.99 -1.28 2.34
H 0.49 1.67 1.15
H 1.67 2.07 -0.09
H -0.08 2.31 -0.32
H -3.33 -1.42 0.95
H -1.69 -1.19 1.08
H -2.71 -0.09 1.69
*
```

LUMO energy in eV: -6.0
M in g/mol: 101.2

Arrangement ii

Here is a cluster of 2 separate species, C5H13N2 in total from the OMol25 dataset. Energies are from ωB97M-V/def2-TZVPD.

Geometry as ORCA input:
```
! wB97M-V def2-TZVPD RIJCOSX def2/J DEFGRID3
* xyz 1 1
C 2.05 0.55 -0.95
C 0.98 0.02 -0.17
C 1.15 -1.17 0.74
C -2.52 -0.56 0.68
C -1.13 0.20 -1.18
N 1.54 1.25 0.38
N -2.06 0.37 -0.26
H 3.05 0.11 -0.68
H 2.07 1.27 -1.74
H 0.80 -2.10 0.27
H 0.71 -0.88 1.67
H 2.14 -1.33 1.18
H -3.22 -0.15 1.43
H -3.15 -1.25 0.09
H -1.59 -1.05 1.06
H -0.97 -0.80 -1.65
H -0.80 0.78 -1.99
H 2.07 1.22 1.21
H -2.29 1.44 -0.19
H 1.17 2.10 0.09
*
```

LUMO energy in eV: -2.9
M in g/mol: 101.2

Arrangement iii

Here is the ion C5H13N2 with charge +1 from the OMol25 dataset. Energies are from ωB97M-V/def2-TZVPD.

Geometry as ORCA input:
```
! wB97M-V def2-TZVPD RIJCOSX def2/J DEFGRID3
* xyz 1 1
N 1.17 1.35 -0.22
C -0.11 1.89 -0.61
C -1.17 1.18 -1.00
C -1.07 -0.31 -1.12
C -1.03 -1.05 0.23
C 0.35 -1.60 0.61
N 1.03 -0.60 1.54
H 1.59 0.78 -0.93
H 1.82 2.11 -0.01
H -0.08 2.99 -0.65
H -1.91 1.74 -1.55
H -0.21 -0.56 -1.75
H -1.88 -0.69 -1.68
H -1.31 -0.31 0.95
H -1.81 -1.76 0.26
H 0.36 -2.57 1.08
H 0.89 -1.67 -0.33
H 1.63 -1.01 2.16
H 0.26 -0.06 2.01
H 1.48 0.14 1.01
*
```

LUMO energy in eV: -3.1
SMILES string: N/C=C\CCC[NH3+]
M in g/mol: 101.2

Arrangement iv

Here is a structure of composition C5H13N2 from the OMol25 dataset. Energies are from ωB97M-V/def2-TZVPD.

Geometry as ORCA input:
```
! wB97M-V def2-TZVPD RIJCOSX def2/J DEFGRID3
* xyz 1 1
C 0.06 -1.51 0.31
C -1.39 0.84 1.82
C 1.79 -0.75 -1.25
C -0.49 0.02 -1.56
C -0.14 1.30 1.05
N 0.76 0.30 0.62
N 0.51 -0.46 -0.59
H 0.79 -2.19 0.70
H -0.97 -1.55 0.58
H -1.11 0.09 2.56
H -1.82 1.69 2.34
H -2.15 0.44 1.15
H 2.12 0.12 -1.81
H 2.54 -0.97 -0.49
H 1.68 -1.60 -1.93
H -1.46 0.16 -1.08
H -0.16 0.96 -1.99
H -0.59 -0.72 -2.35
H -0.45 1.94 0.21
H 0.48 1.89 1.73
*
```

LUMO energy in eV: -4.8
M in g/mol: 101.2

Tell me which of them is the least stable. Sure, it is arrangement ii.

Arrangement i

Here is the molecule C3H5ClS from the OMol25 dataset. Energies are from ωB97M-V/def2-TZVPD.

Geometry as ORCA input:
```
! wB97M-V def2-TZVPD RIJCOSX def2/J DEFGRID3
* xyz 0 1
C 0.74 0.97 0.00
C 0.17 -0.48 -0.30
Cl 1.25 -1.81 0.01
C -1.11 -0.65 0.37
S -2.52 -1.05 -0.11
H 0.77 1.22 1.02
H 1.76 1.09 -0.48
H 0.02 1.69 -0.48
H -0.07 -0.54 -1.41
H -1.00 -0.44 1.39
*
```

LUMO energy in eV: -0.4
SMILES string: C[C@@H](Cl)C=S
M in g/mol: 108.6

Arrangement ii

Here is the molecule C3H5ClS from the OMol25 dataset. Energies are from ωB97M-V/def2-TZVPD.

Geometry as ORCA input:
```
! wB97M-V def2-TZVPD RIJCOSX def2/J DEFGRID3
* xyz 0 1
C 0.34 -1.38 0.98
C 0.73 -0.46 0.09
C -0.32 0.80 -0.15
S -0.11 1.26 -1.86
Cl -0.02 2.23 0.89
H 0.86 -2.24 1.08
H -0.50 -1.29 1.54
H 1.61 -0.39 -0.59
H -1.18 0.38 0.22
H -1.40 1.10 -2.20
*
```

LUMO energy in eV: 0.8
SMILES string: C=C[C@H](S)Cl
M in g/mol: 108.6

Arrangement iii

Here is a cluster of 2 separate species, C3H5ClS in total from the OMol25 dataset. Energies are from ωB97M-V/def2-TZVPD.

Geometry as ORCA input:
```
! wB97M-V def2-TZVPD RIJCOSX def2/J DEFGRID3
* xyz 0 1
C 1.13 0.25 -0.09
C 0.32 0.50 0.88
C -0.49 0.76 1.85
Cl -2.20 0.74 1.45
H 1.53 0.91 -0.85
H 1.69 -0.71 -0.19
H -0.14 1.31 2.78
S -0.91 -1.78 -2.01
H -0.84 -0.80 -2.86
H -0.08 -1.17 -0.95
*
```

LUMO energy in eV: 0.6
SMILES string: C=C=CCl.S
M in g/mol: 108.6

Tell me which of them is the least stable. Sure, it is arrangement iii.

Arrangement i

Here is a cluster of 2 separate species, C3H5ClS in total from the OMol25 dataset. Energies are from ωB97M-V/def2-TZVPD.

Geometry as ORCA input:
```
! wB97M-V def2-TZVPD RIJCOSX def2/J DEFGRID3
* xyz 0 1
C 0.66 1.50 -0.17
C 1.46 0.36 -0.35
C -1.48 -1.48 0.16
S 2.48 1.80 0.01
Cl 1.31 -1.16 0.36
H 0.33 2.01 -1.11
H -0.09 1.63 0.62
H -1.35 -0.64 -0.39
H -2.02 -2.38 -0.35
H -1.28 -1.66 1.22
*
```

LUMO energy (alpha / beta) in eV: -0.6 / 0.2
M in g/mol: 108.6

Arrangement ii

Here is the molecule C3H5ClS from the OMol25 dataset. Energies are from ωB97M-V/def2-TZVPD.

Geometry as ORCA input:
```
! wB97M-V def2-TZVPD RIJCOSX def2/J DEFGRID3
* xyz 0 1
C -0.55 -1.98 0.54
C 1.71 -0.01 -0.39
C 0.81 1.15 -0.13
S 1.06 -1.63 0.00
Cl 3.27 0.14 0.03
H -1.11 -1.00 0.80
H -0.96 -2.96 0.37
H 1.13 1.76 0.73
H -0.21 0.76 -0.08
H 0.69 1.85 -1.08
*
```

LUMO energy (alpha / beta) in eV: -0.2 / -0.1
M in g/mol: 108.6

Arrangement iii

Here is a cluster of 2 separate species, C3H5ClS in total from the OMol25 dataset. Energies are from ωB97M-V/def2-TZVPD.

Geometry as ORCA input:
```
! wB97M-V def2-TZVPD RIJCOSX def2/J DEFGRID3
* xyz 0 1
C 0.82 0.22 -0.32
C 0.43 0.40 1.13
C -0.01 -0.78 0.37
S -2.58 -0.36 -1.14
Cl 0.10 -2.41 0.48
H 0.57 0.95 -1.03
H 1.73 -0.10 -0.60
H 1.29 0.49 1.82
H -0.42 1.06 1.17
H -1.93 0.54 -1.87
*
```

LUMO energy (alpha / beta) in eV: -2.0 / -2.0
M in g/mol: 108.6

Tell me which of them is the least stable. Sure, it is arrangement i.